No. 1
C6H14O3Sn | ωB97M-V/def2-TZVPD

Its total charge is +2. The value obtained for the relative energy (zero: lowest compared OMol25 entry of this formula, charge and spin) is 107.35 kJ/mol. The orbital gap comes out at 4.65 eV. For the total energy, the calculation gives -18402.3416 eV. The multiplicity is 1.

Structure (XYZ):
```
24
Properties=species:S:1:pos:R:3:forces:R:3:lowdin_charge:R:1
Sn 2.428439 0.997269 1.359291 -2.22 -1.46 -0.38 1.856
C 1.136743 -0.779054 3.800641 -0.90 -0.61 0.94 -0.038
O 0.954071 -0.481967 2.395662 0.82 0.60 -0.22 -0.478
C -0.037999 -1.350610 1.740971 -0.29 -1.06 0.53 -0.118
C 0.352165 -1.367891 0.287701 -0.37 -1.24 1.74 -0.201
O 0.372038 -0.052753 -0.135230 1.31 1.27 -0.86 -0.270
C -0.888455 0.576256 -0.510049 -0.62 0.93 -0.32 -0.119
C -0.705445 1.367995 -1.787654 1.32 0.04 0.99 -0.247
O -0.391841 0.530573 -2.847621 -0.59 0.73 0.20 -0.167
C -0.595636 1.209972 -4.111193 0.27 -1.03 0.48 -0.038
H 0.163186 -0.766027 4.297050 -0.01 0.51 -0.12 0.122
H 1.783823 -0.040217 4.262398 0.15 0.03 -0.06 0.096
H 1.466579 -1.804234 3.975968 0.57 0.13 -0.45 0.120
H -1.054066 -1.061045 2.021370 0.17 0.73 -0.32 0.158
H 0.034844 -2.356256 2.167339 0.49 0.06 0.02 0.154
H -0.257057 -2.084730 -0.263804 -0.21 0.45 -0.39 0.168
H 1.354062 -1.805890 0.335204 0.28 0.31 -0.71 0.140
H -1.125936 1.301556 0.270763 -0.22 -0.18 0.14 0.136
H -1.709473 -0.131842 -0.619670 0.34 -0.46 0.20 0.155
H 0.148094 2.030325 -1.520498 0.17 0.14 -0.44 0.126
H -1.520712 2.083363 -1.932334 -0.39 -0.43 -0.17 0.147
H -0.302513 0.429384 -4.806944 -0.08 0.45 -0.49 0.101
H 0.045125 2.090486 -4.165383 -0.02 -0.01 -0.18 0.097
H -1.650047 1.465330 -4.213984 0.04 0.08 -0.15 0.100
```
Forces are in eV/Å.

No. 2
C56H70BN12O3PS | ωB97M-V/def2-TZVPD

The orbital gap comes out at 5.37 eV. For the total energy, the calculation gives -104029.2751 eV. The multiplicity is 1.

Structure (XYZ):
```
144
Properties=species:S:1:pos:R:3:forces:R:3:lowdin_charge:R:1
C -6.109532 -1.779134 0.075533 0.10 -0.18 -0.08 -0.097
C -4.746798 -2.467001 0.320806 -0.32 -0.13 0.16 -0.129
B -3.683612 -2.338318 -0.805824 -0.12 0.17 0.20 -0.457
O -3.135139 -3.502249 -1.276004 0.07 0.05 -0.50 0.126
C -3.086254 -0.990087 -1.430903 0.04 0.00 0.16 0.013
C -1.843404 -0.562273 -1.153316 0.05 -0.08 -0.13 -0.275
P -0.695933 -1.339427 0.010768 0.03 0.18 0.91 0.433
S -0.881696 -0.767669 1.861109 -0.04 -0.02 -0.17 0.218
C -1.301231 0.707848 -1.722381 0.01 0.11 0.07 -0.384
O -0.385524 1.284739 -1.174148 0.12 -0.14 -0.21 0.073
C -1.925522 1.187766 -2.967265 -0.09 0.06 -0.23 0.034
C -3.157365 0.788357 -3.258685 0.00 0.06 -0.08 0.045
C -3.899485 -0.099473 -2.329491 -0.10 -0.05 -0.06 -0.310
O -5.107602 -0.087826 -2.306216 0.12 -0.20 -0.07 0.132
H -6.377076 -1.755251 -0.977324 -0.02 0.02 -0.03 0.049
H -6.115809 -0.755460 0.441568 -0.03 0.06 -0.02 0.080
H -6.893380 -2.342492 0.579445 -0.03 0.14 0.16 0.072
H -4.928752 -3.538619 0.444437 0.12 -0.05 -0.01 0.100
H -4.343976 -2.130413 1.281925 0.12 0.07 -0.03 0.109
H -2.609077 -3.345453 -2.072076 0.10 -0.08 0.00 0.098
H 0.547442 -1.134127 -0.594731 0.05 -0.04 -0.13 0.007
H -0.901536 -2.708957 -0.165694 0.00 -0.14 -0.21 -0.029
H -1.373561 1.869914 -3.600557 0.06 0.10 0.13 0.130
H -3.697237 1.125739 -4.133726 -0.05 0.07 0.04 0.132
N 0.841174 4.039168 -0.942383 0.03 0.01 -0.04 0.018
C 1.835286 4.817653 -0.427037 -0.01 -0.01 -0.08 -0.144
C 1.342944 6.090464 -0.289406 0.06 0.09 -0.01 -0.127
C -0.004432 6.076248 -0.742307 0.01 0.00 -0.01 -0.101
C -0.280842 4.793434 -1.136855 0.01 -0.01 -0.01 -0.138
H 0.903085 3.054603 -1.135196 -0.08 -0.02 0.07 0.110
H 2.802331 4.403265 -0.197086 -0.01 -0.02 -0.02 0.105
H 1.883220 6.935734 0.107879 -0.04 0.00 0.06 0.072
H -0.690413 6.906333 -0.764877 0.00 0.00 0.02 0.093
H -1.182559 4.354982 -1.528692 -0.01 0.00 0.01 0.102
N 1.684695 -3.026018 2.626376 0.02 0.02 0.00 0.005
C 1.355552 -4.351446 2.620920 -0.01 0.01 -0.01 -0.142
C 2.516179 -5.078227 2.578695 0.02 0.01 0.03 -0.106
C 3.590852 -4.149487 2.557632 0.03 0.03 -0.03 -0.128
C 3.044131 -2.889631 2.587028 0.00 0.00 0.00 -0.154
H 1.021500 -2.266460 2.643580 -0.05 0.02 0.00 0.028
H 0.326183 -4.667022 2.647025 0.00 -0.01 0.00 0.110
H 2.587447 -6.152658 2.565935 0.00 0.00 0.00 0.093
H 4.643750 -4.378153 2.522535 0.00 -0.01 -0.03 0.088
H 3.505644 -1.916041 2.582243 0.00 0.00 -0.03 0.110
N -0.800997 -5.617882 -0.826547 0.14 0.07 0.09 0.009
C -1.109397 -6.944157 -0.665848 -0.03 0.05 -0.02 -0.157
C 0.067706 -7.623550 -0.481018 0.00 -0.06 -0.04 -0.102
C 1.122791 -6.672688 -0.521365 0.00 -0.04 -0.05 -0.102
C 0.554103 -5.447519 -0.735594 -0.05 0.02 -0.07 -0.143
H -1.458820 -4.879046 -0.999528 -0.17 -0.11 0.16 0.090
H -2.127295 -7.294032 -0.701121 -0.02 0.03 0.04 0.115
H 0.160412 -8.685841 -0.327703 0.00 0.00 0.02 0.096
H 2.175084 -6.865215 -0.400827 0.00 0.00 0.02 0.096
H 1.004182 -4.473633 -0.830797 0.01 0.00 0.02 0.105
N 3.161880 8.793041 -1.903412 -0.10 -0.04 -0.08 0.012
C 3.673927 9.425921 -3.002014 0.05 0.03 0.06 -0.138
C 4.767711 10.150733 -2.597499 -0.07 -0.11 0.01 -0.106
C 4.918611 9.937821 -1.199885 0.02 0.12 -0.01 -0.122
C 3.910413 9.101790 -0.805052 -0.01 -0.08 0.10 -0.156
H 2.356178 8.191787 -1.892927 0.02 -0.03 -0.05 0.124
H 3.223937 9.306558 -3.972386 0.00 0.01 0.00 0.104
H 5.391299 10.757393 -3.232342 0.00 0.01 0.00 0.088
H 5.672694 10.347843 -0.549209 0.03 0.02 -0.04 0.091
H 3.666605 8.702549 0.165536 -0.01 0.04 0.02 0.092
N -5.696656 -4.050296 3.933216 -0.01 0.00 -0.04 -0.001
C -4.363174 -4.098237 4.237535 -0.01 0.00 -0.04 -0.150
C -4.182685 -3.452030 5.430378 -0.01 0.02 0.01 -0.110
C -5.459053 -2.997124 5.862540 0.02 0.01 0.01 -0.111
C -6.371785 -3.381820 4.917914 0.01 0.00 -0.02 -0.143
H -6.115455 -4.443783 3.111417 -0.01 -0.01 0.01 0.137
H -3.660920 -4.585987 3.583231 0.01 0.00 0.01 0.102
H -3.242033 -3.319590 5.937749 0.00 0.00 0.00 0.090
H -5.679834 -2.450479 6.763751 0.00 0.00 0.00 0.089
H -7.436972 -3.237596 4.863561 0.00 0.00 0.00 0.104
N 4.858762 -3.593519 5.632399 0.03 0.04 0.02 0.013
C 4.540227 -3.414605 6.948534 -0.01 0.02 -0.02 -0.143
C 5.510740 -4.018086 7.704535 0.02 -0.01 0.00 -0.118
C 6.453153 -4.585450 6.804327 0.00 0.00 0.01 -0.117
C 6.019784 -4.306541 5.534660 -0.01 0.01 -0.01 -0.148
H 4.315702 -3.271972 4.848412 -0.06 -0.10 0.00 0.104
H 3.653913 -2.875846 7.236609 0.00 -0.01 0.01 0.104
H 5.541326 -4.051098 8.780700 0.00 0.00 0.00 0.086
H 7.343342 -5.135662 7.059386 0.00 0.00 0.00 0.086
H 6.439972 -4.556119 4.575461 0.01 -0.01 0.00 0.099
N -1.013087 -6.514778 -3.871531 -0.03 -0.02 0.00 0.025
C -0.388849 -6.753325 -5.058932 0.00 0.02 0.01 -0.127
C -1.045319 -6.044019 -6.033061 -0.04 0.00 -0.08 -0.121
C -2.116860 -5.354589 -5.403071 0.02 -0.01 -0.01 -0.112
C -2.067742 -5.670414 -4.068698 0.00 0.04 0.07 -0.152
H -0.752742 -6.899788 -2.976219 0.07 -0.05 -0.02 0.105
H 0.470810 -7.399018 -5.113387 0.01 0.01 -0.01 0.111
H -0.786098 -6.021705 -7.079274 0.03 0.02 0.01 0.085
H -2.841766 -4.711857 -5.874798 0.00 0.00 0.00 0.087
H -2.711635 -5.390154 -3.250766 -0.05 -0.05 -0.02 0.091
N 6.409169 7.002596 1.395647 -0.19 -0.05 0.08 0.004
C 6.994065 7.668628 0.358686 0.07 -0.06 -0.07 -0.146
C 8.076207 8.344737 0.852966 -0.02 -0.01 0.11 -0.101
C 8.138703 8.079092 2.251328 -0.02 0.04 -0.02 -0.102
C 7.092847 7.250755 2.557630 0.02 0.01 -0.11 -0.148
H 5.592852 6.425971 1.303855 0.03 -0.03 -0.05 0.124
H 6.576130 7.604736 -0.630400 0.06 0.07 -0.03 0.106
H 8.741814 8.970290 0.282658 0.02 -0.01 0.00 0.092
H 8.863529 8.459917 2.950862 0.00 0.00 0.00 0.091
H 6.777560 6.824802 3.495000 0.12 0.02 0.06 0.093
N -9.454734 -0.581770 -3.998891 0.00 -0.01 0.00 -0.001
C -8.190136 -0.444006 -3.493351 0.01 -0.02 -0.02 -0.144
C -8.288583 0.176149 -2.277078 -0.11 0.03 0.02 -0.117
C -9.669674 0.422429 -2.041256 0.01 0.00 0.02 -0.106
C -10.362426 -0.056096 -3.120707 0.02 -0.01 -0.01 -0.143
H -9.682119 -1.001008 -4.880931 0.00 0.00 0.00 0.141
H -7.330685 -0.796895 -4.036814 0.01 0.02 0.01 0.100
H -7.464931 0.425057 -1.632241 0.00 0.01 -0.01 0.071
H -10.103489 0.897841 -1.177495 0.00 0.00 0.00 0.090
H -11.416745 -0.067141 -3.336727 0.00 0.01 0.00 0.105
N 4.252295 5.200258 3.636815 -0.06 -0.01 -0.13 0.016
C 3.138016 4.949212 2.879273 0.11 0.01 -0.01 -0.163
C 2.368343 4.042191 3.556934 -0.01 -0.02 0.02 -0.103
C 3.048463 3.733014 4.769116 -0.03 0.01 0.00 -0.104
C 4.208866 4.460641 4.786888 -0.02 0.05 0.01 -0.130
H 4.985026 5.834667 3.379309 0.03 0.01 0.13 0.094
H 2.978459 5.440409 1.933547 -0.05 -0.01 0.08 0.079
H 1.423637 3.647147 3.222500 -0.01 0.00 -0.01 0.098
H 2.722931 3.052089 5.537397 0.00 0.00 0.00 0.092
H 4.997818 4.517691 5.516666 0.00 -0.01 0.00 0.109
N 1.626221 7.484589 4.338247 0.07 0.01 0.03 0.020
C 2.270863 8.283362 3.435956 -0.02 -0.03 0.01 -0.157
C 1.593234 9.472135 3.361786 -0.02 0.01 -0.01 -0.112
C 0.493435 9.384339 4.257769 0.01 0.01 -0.01 -0.113
C 0.544604 8.146674 4.844300 0.02 -0.02 -0.01 -0.137
H 1.905495 6.547973 4.579419 -0.03 -0.03 -0.06 0.118
H 3.157001 7.944664 2.926869 0.02 0.02 0.01 0.086
H 1.857084 10.309836 2.737824 0.00 0.01 0.00 0.088
H -0.247610 10.141987 4.449734 0.00 0.00 0.00 0.087
H -0.096135 7.684914 5.575632 -0.01 0.00 0.00 0.105
N -1.933707 -8.166393 -9.042436 -0.02 0.04 0.01 0.002
C -0.754662 -8.804672 -8.776756 0.02 0.01 0.05 -0.149
C -0.316531 -9.380555 -9.938817 -0.02 0.01 -0.04 -0.112
C -1.272089 -9.075432 -10.947288 0.02 -0.01 0.01 -0.114
C -2.256784 -8.325185 -10.362078 -0.01 0.00 0.02 -0.145
H -2.476142 -7.659792 -8.366474 0.01 -0.01 0.02 0.134
H -0.331087 -8.793319 -7.787138 0.00 -0.01 0.01 0.098
H 0.586828 -9.955367 -10.054741 0.00 0.00 0.00 0.088
H -1.239075 -9.372684 -11.981916 0.00 0.00 0.00 0.088
H -3.153907 -7.893733 -10.771378 0.00 -0.01 -0.01 0.103
```
Forces are in eV/Å.

No. 3
C2H2ClIO2S | ωB97M-V/def2-TZVPD

The value obtained for the relative energy (zero: lowest compared OMol25 entry of this formula, charge and spin) is 165.95 kJ/mol. The orbital gap comes out at 9.61 eV. For the total energy, the calculation gives -37656.4783 eV. The multiplicity is 1.

Structure (XYZ):
```
9
Properties=species:S:1:pos:R:3:forces:R:3:lowdin_charge:R:1
C 4.017084 2.092873 1.070345 2.79 1.38 1.95 -0.044
C 3.239670 1.901691 0.208350 -2.55 -0.58 -2.45 -0.811
O 4.028996 -1.893714 -0.735861 -2.16 2.76 -0.94 -0.326
O 1.912878 -3.123665 -0.670058 -0.75 -1.13 -0.53 -0.495
S 2.342993 -1.771905 -0.784209 2.40 0.02 1.28 0.551
Cl 2.045863 -1.071876 1.202377 0.07 0.05 -0.42 0.188
I 1.835581 1.655756 -1.233831 0.58 0.41 0.55 0.874
H 4.840560 2.511398 1.650607 -0.81 -0.72 -0.17 0.045
H 4.199470 -2.772225 -0.482776 0.43 -2.19 0.74 0.017
```
Forces are in eV/Å.

No. 4
C6H20AgN10O8 | ωB97M-V/def2-TZVPD

The value obtained for the relative energy (zero: lowest compared OMol25 entry of this formula, charge and spin) is 703.51 kJ/mol. The orbital gap (alpha / beta) comes out at 4.92 / 4.93 eV. For the total energy, the calculation gives -41823.3526 eV. The multiplicity is 2.

Structure (XYZ):
```
45
Properties=species:S:1:pos:R:3:forces:R:3:mulliken_spin:R:1
Ag -1.149415 0.147402 0.457703 -0.57 0.32 0.09 -0.020
C -4.869195 2.223892 1.481723 -1.44 1.22 0.33 -0.066
O -4.253345 2.400792 0.429523 2.28 1.38 -3.80 0.464
O -5.668035 2.971122 1.998773 -1.40 1.74 0.96 0.135
O -4.589615 1.108042 1.899763 1.24 -4.69 2.36 0.487
C 2.748235 2.153932 4.794883 -0.61 -1.12 -3.02 0.000
O 1.859155 1.919832 3.991833 -0.72 -0.19 0.40 0.000
N 4.004915 1.853302 4.581853 4.52 -1.66 -1.79 0.000
N 2.687175 2.734482 5.943053 -2.37 2.19 3.43 0.000
H 4.289425 1.151432 3.913623 -0.25 0.44 -0.04 0.000
H 4.737925 2.300962 5.113263 -0.11 -0.47 -0.26 0.000
H 1.759755 3.088902 6.128443 0.48 0.54 0.75 0.000
H 3.558415 3.003162 6.377613 -0.97 0.23 0.46 0.000
C -1.853405 -4.029558 4.524013 0.37 1.82 -1.21 0.000
O -1.455885 -3.716678 3.429653 0.98 -0.49 -1.85 0.000
N -2.825735 -3.322958 5.087543 -1.46 0.12 1.61 0.000
N -1.339425 -4.946748 5.332933 0.70 -1.80 1.27 0.000
H -3.070995 -3.680598 5.999703 -0.83 1.08 -0.19 0.000
H -3.141095 -2.461038 4.665923 -0.06 -0.34 0.33 0.000
H -0.645405 -5.607788 5.014423 -0.22 0.34 0.19 0.000
H -1.624385 -4.884108 6.299873 0.53 -0.62 -0.24 0.000
C -3.757725 -0.874368 -4.454957 0.20 0.39 1.50 0.000
O -3.146445 -1.264398 -3.511757 1.61 -1.10 2.27 0.000
N -3.897535 0.383182 -4.810707 0.69 3.09 -0.86 0.000
N -4.511305 -1.583438 -5.231927 -2.74 -4.19 -3.48 0.000
H -3.867315 1.066982 -4.068007 -0.09 0.27 -0.64 0.000
H -4.413255 0.411572 -5.678657 -0.03 1.78 0.73 0.000
H -4.902245 -1.162728 -6.062757 -0.12 -0.45 0.33 0.000
H -4.673235 -2.577878 -5.161557 0.55 0.25 0.26 0.000
C 1.628015 4.078562 -3.084987 -2.87 -2.80 1.43 0.000
O 1.177595 3.374612 -2.213117 -0.21 -0.96 2.57 0.000
N 2.686785 4.770302 -3.034887 4.93 2.62 1.48 0.000
N 0.992105 4.159092 -4.194837 -2.37 0.50 -5.15 0.000
H 3.096035 5.174632 -3.865027 0.21 0.07 0.72 0.000
H 3.135055 4.650162 -2.137827 0.74 0.50 -0.47 0.000
H 0.178205 3.571342 -4.305357 0.36 0.13 -0.21 0.000
H 1.541995 4.459012 -4.987147 -0.83 -0.13 -0.32 0.000
C 3.413975 -2.684118 -2.190687 -1.86 2.82 2.81 0.000
O 2.892675 -2.027398 -1.276107 -0.51 -0.94 -0.38 0.000
N 4.696465 -2.593908 -2.369587 4.64 0.67 0.23 0.000
N 2.840725 -3.403688 -3.104687 -1.74 -2.08 -2.28 0.000
H 5.217315 -2.931088 -3.166537 -0.15 0.11 0.35 0.000
H 5.145715 -1.996518 -1.690327 0.21 -0.15 -0.39 0.000
H 3.510015 -3.773868 -3.764317 -1.07 -0.47 -0.22 0.000
H 1.857305 -3.633838 -3.100347 0.40 0.08 -0.10 0.000
```
Forces are in eV/Å.

No. 5
C3H5NOS2 | ωB97M-V/def2-TZVPD

The value obtained for the relative energy (zero: lowest compared OMol25 entry of this formula, charge and spin) is 464.14 kJ/mol. The orbital gap comes out at 7.19 eV. For the total energy, the calculation gives -28395.4201 eV. The multiplicity is 1.

Structure (XYZ):
```
12
Properties=species:S:1:pos:R:3:forces:R:3:lowdin_charge:R:1
C -1.707253 0.243424 0.050930 -3.92 0.87 -0.58 -0.572
C 0.531641 -0.388764 0.071243 1.98 -1.96 0.30 -0.141
C 0.730991 1.110460 0.207598 -0.75 1.62 0.02 -0.416
N -0.960945 -0.781495 0.093392 2.52 2.62 0.05 -0.433
O -1.207534 -1.964080 0.104782 -0.91 -3.39 -0.09 -0.062
S -3.994291 -0.093631 -0.275446 3.57 -0.05 0.53 0.528
S -0.966775 1.852773 0.083179 -0.79 -0.65 -0.29 0.847
H 0.983490 -0.918367 -0.835484 -0.92 1.08 0.89 0.145
H 1.067916 -0.934912 0.941030 -1.32 0.83 -1.21 0.149
H 1.022272 1.412323 1.215129 0.31 -0.42 -0.14 0.063
H 1.313412 1.760113 -0.502429 -0.23 -1.48 0.36 0.087
H -3.976937 -1.470945 -0.381441 0.45 0.94 0.15 -0.195
```
Forces are in eV/Å.

No. 6
C2HBr2Cl3 | ωB97M-V/def2-TZVPD

The value obtained for the relative energy (zero: lowest compared OMol25 entry of this formula, charge and spin) is 0.00 kJ/mol. The orbital gap comes out at 10.64 eV. For the total energy, the calculation gives -179742.2226 eV. The multiplicity is 1.

Structure (XYZ):
```
8
Properties=species:S:1:pos:R:3:forces:R:3:lowdin_charge:R:1
C -0.359376 0.679670 -0.007247 -0.07 0.60 -0.01 -1.298
C 0.201932 -0.729112 0.008725 0.19 -0.60 0.01 -1.734
Cl -0.403891 -1.604470 -1.422000 0.03 0.02 0.23 0.569
Cl -0.375841 -1.562954 1.474556 0.02 0.00 -0.23 0.568
Cl 1.973740 -0.717276 -0.008191 -0.15 -0.14 0.01 0.564
Br 0.205240 1.659184 1.558276 -0.14 0.10 0.01 0.645
Br 0.208948 1.619216 -1.595407 -0.15 0.11 -0.03 0.645
H -1.450754 0.655745 -0.008715 0.27 -0.08 0.01 0.041
```
Forces are in eV/Å.